{"formula": "C5H13NO", "method": "ωB97M-V/def2-TZVPD", "energy_ev": -8930.87709, "e_homo_ev": -8.18, "smiles": "CN(C)CCCO", "symbols": ["C", "N", "C", "C", "C", "C", "O", "H", "H", "H", "H", "H", "H", "H", "H", "H", "H", "H", "H", "H"], "coordinates": [[-1.97084, 1.37668, 1.40386], [-1.08828, 0.43207, 0.77782], [-0.48832, -0.56173, 1.65308], [-0.01804, 0.93636, -0.13044], [0.06726, -0.01698, -1.30719], [1.47147, -0.59501, -1.71498], [2.01153, -1.49611, -0.87590], [-2.93641, 1.03004, 1.96084], [-1.58754, 1.77170, 2.33175], [-2.17190, 2.22900, 0.86048], [0.42149, -1.06682, 1.07502], [-0.20231, -0.09979, 2.61358], [-1.30548, -1.25974, 1.74342], [1.01851, 0.93487, 0.46554], [-0.20062, 1.84106, -0.64839], [-0.58392, -0.98186, -1.16851], [-0.24792, 0.57393, -2.20003], [2.20187, 0.26907, -1.58965], [1.43668, -0.97346, -2.74421], [1.31404, -2.15953, -0.56339]]}

***

{"formula": "C5H13NO", "method": "ωB97M-V/def2-TZVPD", "energy_ev": -8933.73768, "e_homo_ev": -9.95, "smiles": "CC(N)=O.CCC", "symbols": ["C", "C", "N", "O", "H", "H", "H", "H", "H", "C", "C", "C", "H", "H", "H", "H", "H", "H", "H", "H"], "coordinates": [[0.16190, -2.60864, 0.91011], [-0.15782, -1.41811, 1.77591], [0.89634, -0.59313, 2.05788], [-1.26116, -1.19655, 2.22725], [0.60308, -3.45256, 1.43553], [0.81150, -2.35150, 0.06631], [-0.78431, -2.91180, 0.46389], [0.68735, 0.10217, 2.75620], [1.84897, -0.84130, 1.86699], [-1.37643, 1.23438, -0.71106], [0.15146, 1.34513, -0.71129], [0.64651, 1.56013, -2.13152], [-1.76306, 2.14906, -0.26675], [-1.79136, 0.41168, -0.11781], [-1.89852, 1.16023, -1.66951], [0.38149, 2.14797, -0.01427], [0.61625, 0.46746, -0.29760], [0.36263, 0.67407, -2.70147], [0.15450, 2.38713, -2.65120], [1.71068, 1.73416, -2.28757]]}

***

{"formula": "C5H13NO", "method": "ωB97M-V/def2-TZVPD", "energy_ev": -8933.09061, "e_homo_ev": -8.38, "smiles": "CC/C(C)=C/N.O", "symbols": ["C", "C", "C", "C", "C", "N", "H", "H", "H", "H", "H", "H", "H", "H", "H", "H", "H", "O", "H", "H"], "coordinates": [[-2.00592, -0.52091, 1.10581], [-1.69834, 0.49002, -0.00534], [-0.30508, 0.32461, -0.55249], [0.04551, -1.02442, -1.13849], [0.60433, 1.29576, -0.49093], [1.97892, 1.21096, -0.82067], [-1.97706, -1.57428, 0.82179], [-2.97231, -0.29960, 1.56209], [-1.23465, -0.40375, 1.87095], [-1.91258, 1.51481, 0.28427], [-2.38241, 0.26868, -0.84076], [-0.91124, -1.47841, -1.42342], [0.66683, -0.98950, -2.03332], [0.50522, -1.71568, -0.42331], [0.35278, 2.24478, -0.02642], [2.25822, 0.38889, -1.33669], [2.26256, 2.01584, -1.36878], [2.59878, -0.75328, 1.71488], [1.79086, -0.71148, 2.20842], [2.33558, -0.28304, 0.89242]]}

***

{"formula": "C5H13NO", "method": "ωB97M-V/def2-TZVPD", "energy_ev": -8931.43558, "e_homo_ev": -8.65, "smiles": "NCCCCCO", "symbols": ["N", "C", "C", "C", "C", "C", "O", "H", "H", "H", "H", "H", "H", "H", "H", "H", "H", "H", "H", "H"], "coordinates": [[-1.48344, -2.03773, -1.18629], [-2.11276, -0.97352, -0.49574], [-1.26237, 0.36466, -0.52478], [0.35928, 0.33100, -0.50518], [1.04320, 1.32164, 0.54434], [2.29694, 0.80696, 1.24190], [1.88656, -0.18979, 2.26411], [-0.50757, -1.83818, -1.36646], [-2.02430, -2.55547, -1.86371], [-3.12369, -0.88071, -0.95567], [-2.15085, -1.19861, 0.58814], [-1.48106, 0.80245, -1.51396], [-1.79055, 0.95118, 0.26910], [0.90340, -0.68991, -0.48989], [0.71712, 0.73095, -1.57366], [1.44431, 2.28034, 0.02452], [0.17447, 1.47623, 1.20266], [3.11798, 0.52528, 0.65535], [2.61643, 1.68034, 1.86642], [1.37691, -0.90711, 1.81878]]}

***

{"formula": "C5H13NO", "method": "ωB97M-V/def2-TZVPD", "energy_ev": -8932.53187, "e_homo_ev": -7.66, "smiles": "C/C=C/NCC.O", "symbols": ["C", "C", "C", "N", "C", "C", "H", "H", "H", "H", "H", "H", "H", "H", "H", "H", "H", "O", "H", "H"], "coordinates": [[2.48827, -0.38080, 1.23874], [1.52186, 0.07114, 0.16240], [0.24091, -0.26918, 0.15270], [-0.60022, -0.21124, -0.93278], [-2.00117, -0.55062, -0.79733], [-2.65797, -0.73109, -2.18584], [3.24544, -1.03683, 0.80432], [3.01603, 0.46437, 1.69956], [1.95702, -0.89936, 2.03018], [1.98588, 0.53215, -0.70683], [-0.23908, -0.66100, 1.04591], [-0.35380, 0.42087, -1.67812], [-2.55122, 0.18868, -0.21245], [-2.08718, -1.50971, -0.29938], [-3.28421, -1.62074, -2.15179], [-1.85999, -0.91921, -2.90190], [-3.28772, 0.11791, -2.41684], [1.12908, 2.48829, 2.31811], [1.68337, 2.56837, 3.10670], [1.65469, 1.93800, 1.72463]]}

***

{"formula": "C5H13NO", "method": "ωB97M-V/def2-TZVPD", "energy_ev": -8932.42947, "e_homo_ev": -7.22, "smiles": "CC(C)=C(C)N.O", "symbols": ["C", "C", "C", "C", "C", "N", "H", "H", "H", "H", "H", "H", "H", "H", "H", "H", "H", "O", "H", "H"], "coordinates": [[-0.12365, -1.02575, 1.74658], [0.86817, -0.03931, 1.17313], [0.78586, 1.37228, 1.71087], [1.52536, -0.22680, -0.00942], [1.75709, 0.87526, -1.01244], [1.88140, -1.50774, -0.40617], [0.18729, -2.06387, 1.56072], [-1.02724, -1.00741, 1.12642], [-0.29486, -0.87329, 2.80774], [-0.02077, 2.02625, 1.36782], [1.70150, 1.95633, 1.55778], [0.68847, 1.44603, 2.79535], [1.64692, 1.80986, -0.47510], [2.74963, 0.76022, -1.44038], [1.01552, 0.86214, -1.81204], [1.44521, -2.30965, 0.00909], [2.21832, -1.64592, -1.34378], [-5.36770, 0.39209, -2.47315], [-4.58874, 0.30192, -1.91089], [-5.04124, 0.32121, -3.35558]]}